No. 1
{"formula": "C4H8FN2O", "method": "ωB97M-V with the def2-TZVPD basis set", "symbols": ["N", "C", "O", "C", "N", "C", "C", "F", "H", "H", "H", "H", "H", "H", "H", "H"], "xyz": [[-0.361, -0.327, -1.645], [0.778, 0.043, -0.686], [0.770, 1.348, -0.248], [-0.330, 1.670, 0.625], [-0.785, 0.697, 1.519], [-0.416, -0.526, 1.585], [0.639, -1.071, 0.558], [0.349, -2.267, 0.061], [-1.218, -0.232, -0.984], [-0.139, -1.265, -1.856], [-0.431, 0.280, -2.492], [1.702, -0.253, -1.278], [-1.206, 1.833, 0.087], [-0.120, 2.472, 1.281], [-0.747, -1.201, 2.313], [1.514, -1.201, 1.161]], "energy_ha": -441.505480, "largest_force_ev_per_a": 3.92, "homo_energy_ev": -14.13, "de_lowest_ev": 0.2767, "gap_ev": 10.27, "total_charge": 1, "smiles": "[NH3+][C@H]1OCN=C[C@H]1F"}

No. 2
{"formula": "C5H10O2", "method": "ωB97M-V with the def2-TZVPD basis set", "symbols": ["C", "C", "O", "C", "C", "C", "O", "H", "H", "H", "H", "H", "H", "H", "H", "H", "H"], "xyz": [[0.485, 1.010, -2.377], [-0.027, 1.036, -0.949], [0.468, -0.111, -0.285], [-0.007, -0.293, 1.031], [-1.279, -1.131, 1.126], [1.140, -0.911, 1.821], [0.997, -1.565, 2.825], [0.106, 0.128, -2.903], [0.160, 1.904, -2.920], [1.579, 0.973, -2.388], [0.318, 1.948, -0.430], [-1.128, 1.044, -0.935], [-0.186, 0.689, 1.505], [-1.368, -1.525, 2.142], [-2.172, -0.542, 0.898], [-1.227, -1.975, 0.433], [2.142, -0.680, 1.405]], "energy_ha": -346.964030, "largest_force_ev_per_a": 0.61, "homo_energy_ev": -9.83, "de_lowest_ev": 1.6709, "gap_ev": 10.78, "total_charge": 0, "smiles": "CCO[C@@H](C)C=O"}

No. 3
{"formula": "C2F6N4", "method": "ωB97M-V with the def2-TZVPD basis set", "symbols": ["C", "C", "N", "N", "N", "N", "F", "F", "F", "F", "F", "F"], "xyz": [[0.618, -1.786, -0.285], [-0.088, 0.096, -0.021], [1.140, -2.804, -0.370], [-1.491, 0.065, 0.173], [0.457, 0.418, 1.234], [0.221, 0.632, -1.287], [-1.695, -0.879, 1.186], [-2.176, -0.248, -0.967], [-0.394, 1.217, 1.969], [1.773, 0.859, 1.207], [0.043, 1.974, -1.466], [1.592, 0.456, -1.371]], "energy_ha": -893.873258, "largest_force_ev_per_a": 4.18, "homo_energy_ev": -11.67, "de_lowest_ev": 3.3978, "gap_ev": 9.80, "total_charge": 0}

No. 4
{"formula": "C24H53GeN3O11PTeTi", "method": "ωB97M-V with the def2-TZVPD basis set", "symbols": ["Ti", "C", "N", "C", "C", "O", "C", "O", "C", "C", "O", "N", "C", "C", "H", "H", "H", "H", "H", "H", "H", "H", "H", "H", "H", "H", "H", "H", "H", "H", "C", "C", "C", "C", "O", "Ge", "O", "C", "C", "C", "C", "O", "C", "C", "C", "C", "H", "H", "H", "H", "H", "H", "H", "H", "H", "H", "H", "H", "H", "H", "H", "H", "H", "H", "H", "H", "H", "H", "H", "H", "H", "H", "H", "O", "N", "O", "C", "C", "O", "P", "O", "Te", "O", "C", "C", "H", "H", "H", "H", "H", "H", "H", "H", "H", "H"], "xyz": [[0.070, 0.609, -0.206], [-0.055, -2.454, 4.867], [-1.085, -2.117, 3.900], [-2.469, -2.157, 4.338], [-0.821, -1.909, 2.591], [-1.685, -1.720, 1.748], [0.640, -1.943, 2.169], [0.765, -1.774, 0.780], [0.167, -2.779, -0.005], [-0.973, -2.143, -0.768], [-0.841, -0.940, -1.055], [-2.025, -2.809, -1.208], [-3.040, -2.047, -1.937], [-2.209, -4.245, -1.101], [-0.380, -2.130, 5.855], [0.878, -1.938, 4.649], [0.132, -3.532, 4.910], [-2.554, -1.665, 5.308], [-2.826, -3.186, 4.435], [-3.083, -1.635, 3.610], [1.116, -2.876, 2.491], [1.183, -1.108, 2.617], [-0.148, -3.627, 0.601], [0.899, -3.115, -0.747], [-3.375, -1.214, -1.320], [-3.871, -2.712, -2.157], [-2.627, -1.652, -2.864], [-2.075, -4.717, -2.076], [-3.216, -4.453, -0.743], [-1.503, -4.684, -0.404], [0.738, -0.675, -5.720], [1.061, -1.522, -4.489], [0.120, -2.723, -4.431], [2.509, -2.008, -4.547], [0.830, -0.788, -3.299], [1.764, 0.735, -2.859], [0.189, 1.575, -1.948], [-0.760, 2.427, -2.643], [-1.058, 3.624, -1.750], [-2.010, 1.607, -2.939], [-0.146, 2.913, -3.952], [2.048, 0.143, -1.049], [3.388, 0.346, -0.528], [3.598, 1.824, -0.221], [4.410, -0.137, -1.560], [3.553, -0.496, 0.731], [0.850, -1.254, -6.639], [1.407, 0.187, -5.779], [-0.291, -0.312, -5.662], [0.209, -3.344, -5.326], [-0.912, -2.379, -4.345], [0.356, -3.336, -3.558], [2.671, -2.671, -5.399], [2.754, -2.550, -3.631], [3.197, -1.164, -4.639], [-1.459, 3.304, -0.790], [-1.790, 4.274, -2.234], [-0.145, 4.199, -1.581], [-2.482, 1.268, -2.019], [-1.736, 0.733, -3.533], [-2.729, 2.208, -3.501], [0.788, 3.447, -3.776], [-0.846, 3.594, -4.439], [0.046, 2.085, -4.639], [3.509, 2.422, -1.132], [4.591, 1.989, 0.201], [2.867, 2.174, 0.508], [4.458, 0.515, -2.433], [4.161, -1.148, -1.889], [5.403, -0.159, -1.108], [2.839, -0.199, 1.494], [4.556, -0.345, 1.136], [3.421, -1.554, 0.498], [-3.615, 1.317, 1.184], [-2.837, 0.771, 0.461], [-1.659, 1.372, 0.415], [-2.069, 1.581, 5.397], [-0.686, 1.130, 4.987], [-0.564, 1.261, 3.564], [0.685, 1.851, 2.761], [0.857, 0.913, 1.554], [2.619, 2.127, 4.030], [0.118, 3.183, 2.095], [-0.981, 3.950, 2.615], [-0.579, 4.755, 3.831], [-2.204, 1.429, 6.469], [-2.834, 1.018, 4.861], [-2.214, 2.640, 5.182], [-0.530, 0.080, 5.232], [0.100, 1.707, 5.478], [-1.812, 3.274, 2.817], [-1.275, 4.600, 1.792], [-0.288, 4.108, 4.660], [-1.416, 5.377, 4.152], [0.271, 5.399, 3.604]], "energy_ha": -5474.173608, "largest_force_ev_per_a": 1.04, "multiplicity": 2, "homo_energy_ev": [-7.12, -7.15], "de_lowest_ev": 0.0692, "gap_ev": [7.30, 7.33], "total_charge": 0}